No. 1
ORCA calculation (wB97M-V/def2-TZVPD) on a structure of composition C32H23ClN6O2Y.

```
65
Properties=species:S:1:pos:R:3:forces:R:3:nbo_charge:R:1
Y -0.2931 -0.9576 -0.6719 0.397 0.265 0.309 2.01
C 4.1331 0.6013 -0.3276 0.024 -0.020 -0.120 0.02
C 2.8804 0.3002 -0.8555 -0.023 0.037 -0.001 0.04
N 1.7847 0.4147 -0.1150 -0.014 -0.269 0.066 -0.48
C 1.9277 0.8275 1.1516 -0.262 0.038 0.043 0.11
C 3.1862 1.0989 1.6617 0.125 0.042 0.024 0.03
N 4.2914 0.9872 0.9274 -0.133 -0.003 0.031 -0.33
C 0.6805 0.9492 1.9629 0.081 -0.042 -0.135 0.29
C 0.6566 1.6436 3.1605 0.056 0.030 -0.033 -0.23
C -0.5279 1.7338 3.8797 -0.044 0.079 0.163 0.06
C -1.6615 1.1386 3.3400 -0.022 -0.053 0.006 -0.23
C -1.5765 0.4852 2.1240 -0.104 -0.094 -0.116 0.28
N -0.4194 0.3737 1.4536 -0.022 0.040 0.043 -0.56
C -2.7732 -0.1323 1.4770 0.174 0.055 0.047 0.12
C -4.0706 0.0489 1.9373 -0.032 0.021 0.045 0.04
N -5.1219 -0.4951 1.3347 0.093 0.011 0.005 -0.33
C -4.8840 -1.2245 0.2544 -0.018 -0.045 -0.052 0.02
C -3.5964 -1.4075 -0.2339 -0.032 0.002 0.066 0.05
N -2.5531 -0.8637 0.3807 0.113 -0.029 -0.141 -0.48
C -0.5873 2.4477 5.1781 0.026 -0.082 -0.180 -0.05
C -1.7305 3.1320 5.5693 -0.022 0.082 0.044 -0.24
C -1.7303 3.7834 6.7937 0.002 0.029 0.030 0.05
N -0.6946 3.7859 7.6291 0.001 -0.071 -0.107 -0.38
C 0.3941 3.1229 7.2480 -0.002 0.027 0.021 0.05
C 0.5006 2.4487 6.0405 0.024 -0.021 0.097 -0.24
H 5.0168 0.5080 -0.9466 0.029 0.017 0.052 0.22
H 2.7529 -0.0447 -1.8736 -0.011 -0.003 0.002 0.25
H 3.3206 1.3950 2.6935 0.039 0.002 -0.005 0.21
H 1.5420 2.1460 3.5211 -0.008 -0.013 -0.003 0.24
H -2.5920 1.1667 3.8865 0.009 0.010 -0.005 0.24
H -4.2720 0.6589 2.8074 -0.072 -0.019 -0.006 0.21
H -5.7289 -1.6769 -0.2490 -0.028 0.025 0.037 0.22
H -3.4052 -1.9951 -1.1226 0.024 0.004 -0.002 0.23
H -2.6026 3.2006 4.9319 0.023 -0.021 -0.009 0.22
H -2.6089 4.3334 7.1102 0.021 0.006 0.035 0.21
H 1.2286 3.1243 7.9395 -0.022 0.021 0.023 0.21
H 1.4095 1.9080 5.8099 -0.018 0.008 -0.010 0.22
Cl 1.5078 -2.5654 1.1176 -0.037 -0.129 -0.146 0.01
C 1.9428 -3.1659 -0.5118 0.009 0.141 0.332 -0.06
C 3.2950 -3.2910 -0.8043 -0.033 0.052 0.011 -0.23
C 3.6556 -3.7357 -2.0590 -0.075 -0.013 -0.060 -0.24
C 2.6531 -4.0448 -2.9834 0.097 0.009 0.014 -0.13
C 1.3224 -3.9244 -2.6524 -0.040 0.054 -0.004 -0.20
C 0.9021 -3.4939 -1.3780 -0.190 0.004 -0.034 -0.05
C -0.5166 -3.2849 -1.0237 -0.077 -0.397 0.018 -1.03
H 4.0359 -3.0486 -0.0541 0.000 -0.002 -0.003 0.23
H 4.6996 -3.8516 -2.3151 -0.003 0.001 -0.005 0.23
H 2.9237 -4.3973 -3.9702 0.011 0.005 0.006 0.22
H 0.5612 -4.1751 -3.3811 0.003 -0.012 0.017 0.22
H -0.7723 -3.7756 -0.0798 0.014 0.026 0.023 0.24
H -1.1799 -3.6646 -1.8016 0.044 -0.001 -0.039 0.23
O -1.3696 0.1737 -2.2865 0.023 0.013 -0.130 -0.79
C -0.3940 0.0112 -3.1037 -0.171 0.026 0.014 0.78
O 0.6407 -0.6117 -2.7016 -0.004 0.173 -0.244 -0.78
C -0.4797 0.5294 -4.4815 0.097 -0.077 0.067 -0.14
C -1.6138 1.2186 -4.8986 0.001 0.043 -0.073 -0.16
C -1.6808 1.6954 -6.1974 0.012 -0.020 0.037 -0.22
C -0.6198 1.4811 -7.0684 -0.023 0.021 -0.033 -0.17
C 0.5115 0.7908 -6.6515 -0.026 -0.001 0.040 -0.22
C 0.5836 0.3119 -5.3540 -0.031 0.031 -0.099 -0.16
H -2.4279 1.3747 -4.2045 0.010 -0.009 0.010 0.23
H -2.5577 2.2324 -6.5327 0.005 0.001 -0.004 0.22
H -0.6781 1.8549 -8.0825 0.011 -0.006 0.004 0.22
H 1.3299 0.6263 -7.3391 0.003 -0.002 0.004 0.22
H 1.4493 -0.2370 -5.0099 -0.001 0.001 0.014 0.23
```
Positions in Å, forces in eV/Å.

Its charge is +1. Its orbital gap is 6.21 eV. The energy above the lowest of the compared OMol25 structures with the same formula, charge and spin comes out at 0.000 eV.

---

No. 2
ORCA calculation (wB97M-V/def2-TZVPD) on a structure of composition C32H24BrF5InN2O5S4.

```
74
Properties=species:S:1:pos:R:3:forces:R:3:mulliken_charge:R:1
In -4.2542 -19.2268 -4.8573 -0.308 0.642 -0.537 1.46
F -4.6382 -11.9222 -6.2157 0.180 -0.379 -0.054 -0.35
C -4.5876 -13.2597 -6.3496 -0.852 -0.132 -0.515 0.46
C -3.4042 -13.9504 -6.3188 0.220 -0.913 -0.245 0.12
F -2.2530 -13.2851 -6.2859 0.372 0.142 0.311 -0.38
C -3.4188 -15.3368 -6.4915 -0.701 -0.556 0.154 0.15
F -2.2450 -15.9763 -6.6204 -0.274 0.386 0.385 -0.42
C -4.6207 -16.0989 -6.6319 1.098 2.113 -0.040 0.34
S -4.5508 -17.7740 -6.9582 -0.219 -1.762 -0.126 -0.15
C -5.7684 -15.3195 -6.8548 -0.406 -0.663 -0.418 0.15
F -6.8913 -15.9235 -7.3550 0.832 0.743 0.778 -0.36
C -5.7476 -13.9416 -6.7298 0.474 0.186 0.382 0.41
F -6.8018 -13.1828 -7.0155 -0.694 -0.004 0.003 -0.34
Br -4.2494 -21.3578 -8.6963 -0.117 0.047 -0.052 -0.12
C -5.8443 -21.6276 -7.7123 -1.058 -0.667 0.702 -0.03
C -6.8236 -22.5391 -8.1466 1.088 0.369 -0.247 -0.41
C -7.9290 -22.7700 -7.3356 0.254 0.514 0.326 -0.34
C -7.9561 -22.1527 -6.0759 0.118 0.013 0.176 -0.63
C -6.9441 -21.2056 -5.7279 -1.850 -0.683 -1.359 0.64
N -5.9692 -20.9553 -6.5851 1.227 0.461 0.276 0.03
C -7.1804 -20.2714 -4.5492 -0.994 0.017 2.513 0.23
O -8.2331 -20.4542 -3.8824 2.117 0.406 -1.673 -0.75
O -6.2844 -19.3712 -4.2499 -0.526 -1.094 -0.635 -0.47
H -6.6244 -23.0678 -9.0758 -0.407 0.161 0.073 0.38
H -8.7632 -23.3644 -7.7396 0.523 0.074 0.594 0.35
H -8.7431 -22.3987 -5.3544 0.310 0.458 -0.358 0.43
C -2.8127 -21.5656 -2.1081 -1.228 1.511 -0.984 -0.50
C -2.6248 -21.7383 -3.6413 0.249 -0.946 -0.642 0.47
O -1.7641 -22.5437 -4.0397 -1.352 1.504 0.403 -0.64
O -3.4567 -21.1013 -4.4784 0.847 -0.429 0.857 -0.44
H -3.3663 -22.4281 -1.6876 0.492 0.391 -0.284 0.35
H -3.4275 -20.6230 -1.9242 0.825 -1.229 -0.057 -0.14
H -1.8210 -21.4473 -1.6796 -0.080 -0.192 0.237 0.28
C 1.8706 -19.4958 -6.6213 1.307 0.604 -0.943 -1.70
C 0.6183 -20.2498 -7.0068 -1.174 0.391 0.224 2.16
C 0.2958 -20.2230 -8.5232 0.037 -0.070 -0.411 -1.45
C 0.5919 -21.6668 -6.4468 1.131 -1.202 0.926 -1.57
C -0.5643 -19.5870 -6.3615 -2.764 0.608 -0.741 -0.53
N -1.6568 -19.1988 -6.1881 2.673 -0.869 0.371 -0.06
H 2.7204 -19.8923 -7.2175 -0.304 -0.101 0.614 0.39
H 2.0930 -19.5266 -5.5546 -0.035 -0.275 -0.055 0.36
H 1.8671 -18.4270 -6.9027 -0.480 -0.381 0.074 0.35
H 1.1287 -20.4997 -9.2063 -0.185 -0.052 0.823 0.36
H -0.0265 -19.2282 -8.8482 -0.040 -0.133 0.179 0.35
H -0.5265 -20.9319 -8.6971 0.172 0.299 -0.054 0.31
H 1.3263 -22.3345 -6.9751 -0.575 0.673 0.358 0.36
H -0.3868 -22.1756 -6.4183 0.264 0.526 -0.306 0.33
H 0.9044 -21.6136 -5.3734 -0.193 -0.187 -0.783 0.36
O -3.7847 -18.0094 -3.3166 -0.510 -0.099 -0.170 -0.77
C -3.3044 -17.0362 -2.4819 -0.102 -0.280 -0.054 3.19
C -3.0192 -17.6802 -1.1544 1.333 -0.430 1.175 -0.60
C -1.7785 -17.7008 -0.5291 -2.080 -0.240 0.226 -0.39
C -1.8538 -18.2876 0.7585 -0.362 -0.736 0.476 -0.81
C -3.0695 -18.8873 1.0029 0.252 0.769 0.237 -0.45
S -4.2544 -18.5131 -0.1968 1.539 0.440 -0.691 -0.06
C -4.3124 -15.9235 -2.1808 0.086 1.154 -0.752 -0.45
C -4.0049 -14.7167 -1.5630 -0.106 -1.157 0.081 -0.69
C -5.0348 -13.7647 -1.7263 -0.837 0.392 -0.335 -1.11
C -6.0921 -14.2015 -2.4859 -0.227 -0.971 0.165 -0.50
S -5.8952 -15.8966 -2.9308 1.162 1.188 0.348 0.13
C -1.9722 -16.4762 -3.0289 0.485 -0.591 -0.752 -0.54
C -0.9587 -17.3111 -3.5182 -1.748 -0.411 1.158 -0.59
C 0.2223 -16.6329 -3.8014 0.770 1.811 -0.164 -1.06
C 0.0790 -15.2688 -3.6380 -0.362 -0.387 0.169 -0.48
S -1.4927 -14.7993 -3.0638 0.887 -1.493 -0.513 -0.11
H -0.8604 -17.3785 -0.9635 0.234 0.525 -0.192 0.54
H -1.0401 -18.1928 1.4825 -0.237 -0.555 -0.256 0.37
H -3.3818 -19.4536 1.8687 0.102 0.154 0.054 0.45
H -3.0726 -14.5514 -0.9899 -0.811 -0.120 -0.471 0.70
H -5.0251 -12.7724 -1.2953 0.122 0.027 -0.036 0.40
H -7.0418 -13.7009 -2.7381 0.772 -0.266 0.291 0.45
H -1.0661 -18.4121 -3.5389 -0.069 0.884 -0.040 0.78
H 1.1973 -17.0385 -4.0757 -0.479 -0.173 -0.094 0.37
H 0.8253 -14.5204 -3.8067 0.195 0.242 -0.078 0.48
```
Positions in Å, forces in eV/Å.

Its charge is -1. Its orbital gap is 7.94 eV. The energy above the lowest of the compared OMol25 structures with the same formula, charge and spin comes out at 0.213 eV.

---

No. 3
ORCA calculation (wB97M-V/def2-TZVPD) on a structure of composition C32H24ClF3N5O16P2S2W.

```
86
Properties=species:S:1:pos:R:3:forces:R:3:mulliken_charge:R:1
W 0.5511 0.6781 0.6709 -0.439 -2.465 -0.081 2.79
O -5.8535 5.0825 -0.5837 0.155 -0.280 -0.078 -0.59
N -5.2508 4.2196 -1.1857 0.020 0.229 -0.229 0.98
O -5.4462 3.9059 -2.3455 0.023 0.000 0.343 -0.58
C -4.1937 3.4860 -0.4413 -0.075 -0.003 -0.275 -0.24
C -4.3505 3.4274 0.8874 -0.084 -0.031 0.236 -0.99
C -3.4238 2.6960 1.6906 -0.198 0.181 0.169 0.98
C -3.5671 2.5505 3.0763 -0.131 0.056 0.026 -0.91
C -2.6273 1.8331 3.7643 -0.072 -0.003 0.103 -1.27
C -1.5430 1.3001 3.0752 0.021 0.068 0.113 -0.19
N -1.3964 1.4185 1.7650 0.511 -0.060 -0.150 0.72
C -2.3384 2.0922 1.0761 0.021 -0.145 0.116 -0.59
C -2.2072 2.1210 -0.3286 0.060 0.005 -0.130 0.26
N -1.2056 1.3687 -0.8243 0.471 -0.002 0.313 1.25
C -1.0737 1.2969 -2.1294 -0.035 -0.117 -0.109 -0.40
C -1.8820 2.0162 -3.0016 -0.068 0.056 -0.127 -2.14
C -2.8901 2.7959 -2.5131 -0.045 0.032 -0.027 -0.60
C -3.1164 2.8128 -1.1246 -0.114 0.174 -0.170 0.73
H -5.1939 3.9195 1.3487 -0.015 0.042 0.026 0.59
H -4.4148 2.9989 3.5803 0.034 0.001 -0.004 0.54
H -2.6916 1.6898 4.8332 0.008 -0.010 -0.020 0.54
H -0.7642 0.7873 3.6072 0.000 0.051 0.059 0.43
H -0.3208 0.6431 -2.5147 0.182 0.001 -0.122 0.31
H -1.6841 1.9569 -4.0628 -0.017 -0.027 0.032 0.62
H -3.5064 3.3755 -3.1770 -0.066 0.000 -0.026 0.65
C -1.6557 -4.9246 -4.6930 0.005 0.026 0.040 -1.54
C -1.8190 -4.0616 -3.4713 0.017 -0.078 -0.047 1.08
C -2.3528 -2.7825 -3.5606 0.013 0.030 -0.108 -1.14
C -2.4923 -1.9868 -2.4362 -0.014 -0.067 0.125 -0.33
C -2.1105 -2.4926 -1.1997 0.119 0.066 -0.200 0.20
C -1.5918 -3.7798 -1.0786 0.006 0.107 -0.005 -0.21
C -1.4425 -4.5469 -2.2150 0.010 -0.060 -0.040 -0.97
S -2.3638 -1.4794 0.2001 0.324 -0.185 -0.125 1.18
O -2.9316 -2.2444 1.2641 0.094 -0.188 0.205 -0.72
O -3.0648 -0.3193 -0.2468 -0.098 0.161 0.121 -0.57
N -0.8094 -1.0168 0.7628 -0.111 -0.199 0.233 -0.35
C -0.3699 -1.6207 1.9417 -0.325 -0.011 0.027 1.32
C -0.5395 -2.9107 2.4574 -0.020 -0.008 -0.106 -1.23
C 0.1131 -3.2271 3.6265 0.048 0.014 -0.009 -0.75
C 0.9379 -2.2917 4.2594 -0.043 -0.205 0.102 -1.20
C 1.0541 -1.0551 3.6912 0.390 0.599 0.162 -0.50
N 0.3797 -0.7367 2.5871 -0.522 0.317 -0.751 0.21
H -1.9300 -4.3879 -5.6009 0.012 -0.022 0.055 0.36
H -2.2833 -5.8156 -4.6199 0.023 0.035 -0.004 0.37
H -0.6214 -5.2604 -4.7914 -0.043 0.022 0.006 0.36
H -2.6563 -2.3962 -4.5280 0.024 -0.033 0.073 0.35
H -2.9162 -0.9929 -2.5021 0.026 -0.073 -0.023 0.58
H -1.3215 -4.1893 -0.1145 0.006 0.051 -0.005 0.31
H -1.0357 -5.5492 -2.1299 -0.027 0.064 -0.017 0.44
H -1.1628 -3.6324 1.9645 -0.070 -0.039 -0.048 0.58
H -0.0096 -4.2161 4.0499 0.018 0.026 -0.021 0.48
H 1.4696 -2.5245 5.1712 -0.050 0.006 -0.021 0.49
H 1.6657 -0.2684 4.1252 -0.014 -0.060 -0.088 0.60
O 2.1023 4.5123 -0.3594 0.382 -0.168 -0.225 -0.58
P 0.7694 3.7269 -0.4089 -0.409 0.094 0.851 0.56
O -0.2285 4.2537 -1.3187 -0.053 -0.253 -0.170 -0.69
O 1.0886 2.1655 -0.4727 -0.397 0.936 0.532 -0.19
O 0.2220 3.7337 1.1557 0.461 0.273 0.018 -0.41
P 1.2207 3.2326 2.3272 -0.208 0.379 -0.288 0.84
O 0.4584 3.6675 3.6324 0.063 -0.104 0.147 -0.58
O 2.5764 3.7629 2.1587 -0.008 -0.157 0.120 -0.82
O 1.0241 1.6677 2.2986 0.340 1.281 -0.161 -0.10
H 2.6520 4.2916 0.4311 -0.071 0.064 -0.020 0.45
H 0.7450 4.5350 3.9596 -0.011 -0.153 -0.012 0.36
Cl 8.4951 -2.4345 0.3602 -0.007 0.004 0.011 -0.18
C 6.9068 -1.7805 0.5000 -0.008 0.019 -0.016 0.42
C 6.6998 -0.4350 0.2220 0.089 0.057 0.005 -0.95
C 5.4263 0.0854 0.3300 0.002 0.104 0.010 -0.35
C 4.3728 -0.7435 0.7061 0.040 0.021 0.049 0.40
C 4.5887 -2.0901 0.9808 -0.123 -0.140 0.025 -0.10
C 5.8616 -2.6119 0.8829 0.035 -0.107 0.032 -1.00
C 3.0349 -0.1915 0.7838 0.093 -0.190 0.214 0.27
O 1.9954 -0.9185 0.9303 -0.294 -0.122 0.003 -0.48
O 2.7608 1.0336 0.7069 -0.240 -0.139 -0.443 -0.77
H 7.5332 0.1891 -0.0700 -0.021 -0.026 -0.009 0.44
H 5.2356 1.1299 0.1145 0.030 -0.049 0.015 0.51
H 3.7546 -2.7230 1.2637 0.076 0.049 -0.055 0.49
H 6.0544 -3.6548 1.0947 -0.003 0.032 -0.018 0.44
F 3.4870 -0.6641 -3.7514 0.174 -0.104 -0.200 -0.22
C 2.6757 0.0121 -2.9707 -0.294 0.299 0.258 0.79
F 3.3858 0.7018 -2.0733 -0.053 -0.066 -0.169 -0.11
F 1.9518 0.8650 -3.6997 0.124 -0.032 0.115 -0.20
S 1.5522 -1.1683 -2.1096 0.067 -0.106 0.264 1.36
O 0.5851 -1.5664 -3.0731 -0.094 0.024 -0.089 -0.57
O 2.3995 -2.1228 -1.4812 -0.060 0.087 0.034 -0.59
O 0.8628 -0.2244 -1.1066 0.434 0.144 -0.350 0.29
```
Positions in Å, forces in eV/Å.

Its charge is +1. Its orbital gap is 6.59 eV. The energy above the lowest of the compared OMol25 structures with the same formula, charge and spin comes out at 2.041 eV.

---

no.,maximum force (hartree/bohr)
1,0.011
2,0.057
3,0.049